Record 1
{
  "formula": "CH3O3Si",
  "method": "ωB97M-V/def2-TZVPD",
  "total_charge": -1,
  "total_energy_ha": -554.9841,
  "spin_multiplicity": 3,
  "homo_energy_ev": [-0.76, -3.85],
  "species": ["C", "O", "O", "O", "Si", "H", "H", "H"],
  "positions_angstrom": [[1.136, 2.082, 1.542], [0.839, 2.997, 2.266], [2.242, 1.684, 1.223], [-1.808, 0.216, -0.746], [0.413, 0.920, 0.218], [-2.209, -0.699, -0.650], [0.762, -0.512, 0.237], [0.692, 1.355, -1.164]]
}



Record 2
{
  "formula": "C5H11N5",
  "method": "ωB97M-V/def2-TZVPD",
  "total_charge": 2,
  "total_energy_ha": -470.0047,
  "smiles": "CN([NH3+])C/C=C\\N=C=[N+]=N",
  "homo_energy_ev": [-17.13, -17.00],
  "species": ["C", "C", "C", "C", "C", "N", "N", "N", "N", "N", "H", "H", "H", "H", "H", "H", "H", "H", "H", "H", "H"],
  "positions_angstrom": [[-1.171, 1.550, 0.367], [-1.970, 0.835, 1.226], [-2.610, -1.314, 2.170], [0.028, 1.280, -0.391], [0.336, -1.061, -0.827], [-1.865, -0.462, 1.444], [-3.371, -3.193, 3.322], [-2.811, -2.401, 2.665], [0.855, 0.117, -0.140], [2.228, 0.329, -0.513], [-1.420, 2.631, 0.209], [-2.641, 1.498, 1.891], [-0.087, 1.661, -1.604], [0.666, 2.213, -0.170], [1.112, -1.398, -1.589], [0.387, -1.910, -0.149], [-0.639, -0.948, -1.183], [-2.947, -4.154, 3.401], [2.934, -0.459, -0.133], [2.494, 1.271, -0.039], [2.300, 0.319, -1.541]]
}



Record 3
{
  "formula": "C7H8BF4Zn",
  "method": "ωB97M-V/def2-TZVPD",
  "total_charge": 1,
  "total_energy_ha": -2475.1146,
  "homo_energy_ev": -15.41,
  "species": ["Zn", "C", "C", "C", "C", "C", "C", "C", "H", "H", "H", "H", "H", "H", "H", "H", "F", "B", "F", "F", "F"],
  "positions_angstrom": [[0.117, 0.115, -0.310], [3.579, -0.186, -1.149], [2.181, 0.217, -1.463], [1.302, -0.673, -2.123], [0.014, -0.268, -2.521], [-0.429, 1.044, -2.260], [0.430, 1.940, -1.591], [1.716, 1.526, -1.193], [4.257, 0.661, -1.220], [3.918, -0.974, -1.817], [3.656, -0.572, -0.131], [1.673, -1.641, -2.440], [-0.595, -0.936, -3.118], [-1.381, 1.387, -2.647], [0.143, 2.978, -1.473], [2.405, 2.259, -0.790], [-1.861, 0.097, 3.499], [-1.492, -1.126, 3.259], [-0.489, -0.397, 1.138], [-2.282, -1.927, 2.606], [-0.318, -1.538, 3.638]]
}



Record 4
{
  "formula": "C4H7NO",
  "method": "ωB97M-V/def2-TZVPD",
  "total_energy_ha": -286.4277,
  "homo_energy_ev": -7.81,
  "species": ["O", "C", "C", "C", "N", "C", "H", "H", "H", "H", "H", "H", "H"],
  "positions_angstrom": [[1.896, 0.593, 0.604], [1.056, 0.264, -0.462], [0.356, -1.090, -0.390], [-1.112, -0.644, 0.551], [-0.777, 0.698, 1.065], [-0.399, 0.602, -0.284], [1.295, 0.780, 1.349], [1.499, 0.633, -1.398], [0.769, -1.806, 0.282], [0.123, -1.461, -1.399], [-2.127, -0.689, 0.123], [-1.574, 1.322, 1.067], [-1.006, 0.831, -1.139]]
}